Density functional theory data (ωB97M-V/def2-TZVPD) for C19H43AlFN6O14 as an isolated structure at a distorted geometry.

Output
Total charge: -1
Gap between HOMO and LUMO, eV: 5.69
Lowest unoccupied orbital energy, eV: 1.376

Cartesian coordinates (Å):
H 0.136 -7.652 3.098
H -2.585 -1.902 0.954
H -2.344 1.024 -5.400
H 1.827 4.285 2.875
H 0.121 -2.453 -8.160
O 1.739 7.583 -5.039
H -3.075 2.804 -1.271
H 2.974 -3.102 -0.774
O -2.623 -2.985 4.700
C -1.522 0.973 -4.698
O -1.223 -0.446 -7.243
C -2.034 3.065 -1.106
H -1.814 2.117 3.543
H -0.284 6.327 -3.208
C -1.976 -1.011 1.185
N -0.024 -0.513 -7.401
H -2.836 -5.538 5.030
C 0.692 -0.076 4.917
N 3.773 -1.188 -0.450
C -0.156 -8.239 3.960
H -1.469 -0.778 -0.908
C 0.328 6.026 -4.053
N -1.776 -3.740 5.119
H -0.109 -9.303 3.748
H 1.964 2.530 2.999
H -1.841 3.988 -0.556
C 0.157 2.837 -2.271
O -0.034 3.158 -3.416
H 2.440 1.465 1.041
C -2.258 -4.992 5.764
O -2.687 -0.917 -4.022
H 0.315 2.847 0.797
H -2.874 -4.711 6.613
O -2.135 -7.099 3.600
C 3.763 -2.482 -1.185
H 1.277 5.621 -3.722
N 0.587 7.244 -4.871
H 0.671 -1.157 5.075
H 3.305 2.891 0.334
Al 0.007 0.297 3.014
H -0.784 -2.173 2.529
O 2.957 -1.040 0.426
H -0.441 0.112 0.223
H -0.576 0.857 -5.212
C 1.880 1.917 -0.971
H 4.737 -2.942 -1.048
H -0.198 5.314 -4.678
H -1.393 -5.563 6.086
H 1.718 0.298 5.009
O -0.382 7.821 -5.322
H 0.449 -7.989 4.827
H 3.582 -2.260 -2.233
H -0.578 4.231 2.773
C -1.326 -1.219 2.554
H -1.051 1.216 -1.234
H 1.200 0.138 1.943
C -0.058 3.358 3.209
C 2.352 2.362 0.430
C -1.014 2.273 -1.504
H 0.357 -2.302 -6.393
H -1.286 2.214 1.872
O -2.056 -8.486 5.247
H 1.150 1.111 -0.869
C -0.959 -0.839 0.059
N -1.710 -0.223 -3.833
F -2.864 0.074 1.165
H 1.331 4.293 0.629
O 0.716 0.431 -7.577
O -0.576 -3.574 5.059
C -0.921 2.104 2.905
C 1.347 3.336 2.594
H 2.752 1.510 -1.492
H 0.032 0.418 5.640
O -0.862 -0.427 -2.988
H -2.103 -1.306 3.309
H -0.024 3.555 4.286
O 4.609 -0.372 -0.798
H -1.502 1.848 -4.051
C 1.284 3.288 1.052
H -0.219 -1.639 0.068
C 0.580 -1.873 -7.365
O 1.372 3.040 -1.716
N -1.569 -7.915 4.294
H 1.649 -1.777 -7.516

Forces on atoms 1 to 6 (eV/Å):
-0.0612 0.0368 0.0173
-0.2395 0.2810 -0.1889
-0.0091 -0.1473 -0.0248
0.1823 -0.2075 0.0851
-0.0875 -0.0143 0.0680
0.0345 0.0566 -0.0447

Density functional theory data (ωB97M-V/def2-TZVPD) for C19H43As3N2O3Pd as an isolated structure.

Output
Total charge: +2
Gap between HOMO and LUMO, eV: 7.48
Lowest unoccupied orbital energy, eV: -5.632

Cartesian coordinates (Å):
C 1.722 -3.863 -2.119
H 1.473 5.200 -5.854
H 1.774 -4.908 -1.816
H 3.653 -0.005 -1.351
As -0.100 2.507 0.532
H -3.210 -3.482 2.478
N -2.151 -1.648 2.614
H -0.282 -1.820 3.572
H -1.817 -1.685 -2.856
H 0.423 0.290 -3.947
O 0.656 -1.546 -1.169
H -1.208 -0.378 4.011
H -2.217 -2.926 -1.670
H 2.908 3.280 -2.722
C 2.852 5.294 -0.887
H -1.286 6.847 -3.182
C 0.644 4.689 -1.975
H 0.046 3.850 -2.352
As 1.065 5.928 -3.485
H 2.126 3.473 0.935
H -1.703 -1.966 4.624
H 0.633 3.893 -5.010
H 0.911 4.735 0.793
H 3.607 4.978 -0.165
H -0.864 6.758 -4.890
H -1.360 5.285 -4.037
H -3.671 -2.417 3.810
C 1.299 3.832 0.315
H 2.207 -3.246 -1.371
C 1.425 4.637 -4.922
C 1.803 4.191 -1.095
H -2.949 -2.450 0.189
C 0.728 1.313 -3.729
C -1.281 -1.439 3.775
C -2.648 -1.401 0.230
H 2.731 -0.850 -2.611
C -0.815 6.225 -3.942
H 2.391 4.149 -4.791
H -1.862 4.281 0.344
C -3.372 -2.442 2.767
H -0.425 3.476 2.809
H 3.400 2.732 -1.128
As 1.609 1.308 -2.010
Pd 0.252 0.368 -0.338
C 3.102 0.117 -2.281
H -3.559 -0.806 0.341
C -0.128 -2.350 -1.723
C -0.294 2.456 2.451
H 1.419 1.657 -4.496
H -2.587 2.659 0.323
H -1.426 -3.964 -3.356
H 3.359 5.542 -1.820
N 0.316 -3.482 -2.245
H 0.044 -4.784 -3.843
H 2.384 6.207 -0.517
C -0.521 -4.429 -2.983
H -0.776 -5.286 -2.358
C -1.618 -2.030 -1.837
H 0.595 2.016 2.896
H -4.190 -2.023 2.184
H -1.826 3.305 -1.144
C 2.531 3.002 -1.735
H -0.027 5.295 -1.359
H -1.162 1.858 2.714
C -1.766 -1.156 1.449
O -2.005 -1.000 -0.958
H 3.755 0.546 -3.041
H -0.151 1.953 -3.714
C -1.773 3.273 -0.060
H 2.227 -3.752 -3.079
O -0.714 -0.486 1.361

Forces on atoms 1 to 6 (eV/Å):
-0.0029 0.0020 -0.0003
-0.0010 -0.0075 -0.0030
0.0010 -0.0015 -0.0056
-0.0137 0.0113 0.0104
0.0084 0.0413 -0.0168
-0.0008 -0.0032 0.0073

Density functional theory data (ωB97M-V/def2-TZVPD) for a 3-piece molecular cluster, C19H43B3O11 overall at a distorted geometry.

Output
Gap between HOMO and LUMO, eV: 9.90
Lowest unoccupied orbital energy, eV: 0.538
SMILES: CC(=O)OCCCCCB1OBOBO1.COCCOCCOC.COCCOCCOC

Cartesian coordinates (Å):
C 1.417 -0.053 -2.484
H -2.487 -5.363 -2.673
C -0.477 -0.444 -0.725
H 0.683 7.092 1.737
O -3.090 -1.430 -2.125
H -1.121 -6.160 7.350
B -2.239 -2.375 -1.412
O 2.535 -3.743 -3.880
H -0.311 1.310 -2.177
H -3.443 -1.275 -4.328
O 0.530 4.176 -1.339
H 1.696 5.266 0.689
H 0.319 -5.219 7.783
H 0.876 -1.757 -3.857
H -0.496 -2.641 0.010
H 0.423 -2.980 7.126
C -0.275 6.436 -4.832
H 1.695 5.577 -2.362
H -0.766 -0.284 -2.999
H -1.285 -4.781 8.460
B -2.852 -4.232 -2.581
H 4.656 -2.489 -1.761
H -1.292 6.476 -5.234
C 0.675 -3.653 3.913
C 1.153 7.710 0.964
H 1.721 -3.759 3.613
H 3.005 6.131 -0.176
H -0.581 -1.141 5.628
O 1.166 7.024 -0.273
C -0.729 -2.014 -0.913
H -2.068 5.339 -3.128
C 1.652 -0.930 -3.814
H 2.169 7.984 1.267
C 1.949 5.836 -0.213
H 0.438 -4.494 4.566
C -0.756 -5.158 7.580
H 2.533 4.270 -1.534
O -0.997 -4.332 6.458
H 0.273 5.597 -5.276
O -1.534 -3.935 2.974
C -0.996 5.152 -2.998
H -0.750 5.773 -0.925
H -2.383 -2.563 1.676
H -0.044 -2.347 -1.779
O 0.609 -2.414 4.616
C -0.143 0.177 -2.168
H 3.839 -4.144 -1.643
C -0.579 -2.207 5.381
C -0.177 -3.660 2.650
H 0.174 -4.450 1.976
B -3.269 -2.026 -3.417
H 0.243 7.360 -5.088
H 1.939 -0.562 -1.603
H -2.143 -4.213 1.010
C 3.657 -3.032 -1.821
H -0.699 4.291 -3.609
C 1.705 4.980 -1.448
H 1.906 0.957 -2.642
C -2.408 -3.636 1.899
C -0.581 -2.990 6.687
O -3.249 -3.433 -3.707
H 1.530 -0.260 -4.722
H 0.449 -0.305 -0.068
H -1.292 -2.532 7.385
H -1.475 4.187 -1.161
O -0.296 6.317 -3.423
C 3.007 -2.788 -3.252
O -2.843 -3.704 -1.220
H -1.374 0.072 -0.255
H 2.995 -2.598 -1.005
C -0.703 4.867 -1.531
H -0.099 -2.689 2.147
O 3.013 -1.483 -3.800
H -1.473 -2.403 4.787
H -3.421 -3.899 2.203
H 0.563 8.619 0.844

Forces on atoms 1 to 6 (eV/Å):
-0.0821 -0.2004 -0.6320
-0.3054 0.1427 -0.3577
0.1596 -0.2825 -0.6816
0.1076 0.0148 0.1091
1.8403 -2.9041 -1.1444
-0.0241 0.1169 -0.0460

Density functional theory data (ωB97M-V/def2-TZVPD) for a 3-piece molecular cluster, C19H43BI2NO12P2 overall at a distorted geometry.

Output
Total charge: -1
Gap between HOMO and LUMO, eV: 5.25
Lowest unoccupied orbital energy, eV: 0.691

Cartesian coordinates (Å):
N 1.567 1.997 -0.885
H -6.247 -2.667 6.952
C -0.245 0.011 -2.805
O -5.063 2.678 2.444
C -4.630 2.978 3.774
H 6.893 -0.101 -4.920
H -1.294 1.432 -5.802
O -5.245 -2.794 5.130
C 6.845 0.421 -1.834
C 2.446 -0.245 -2.706
H -6.766 2.828 0.701
O -3.181 -2.051 6.522
H -1.595 -2.320 2.852
H 6.945 -0.642 -1.581
C 2.825 -0.863 -4.096
B 2.362 -2.164 -1.324
H -4.074 3.914 3.788
H 3.994 1.212 -2.670
H 2.754 1.606 -3.830
O -4.176 -4.270 6.680
C -1.274 1.509 -4.712
H -2.990 -3.867 8.337
O -2.925 3.421 1.532
P -3.723 -3.094 5.586
H 1.368 2.882 -0.419
H -4.013 2.174 4.174
H 2.877 -1.955 -4.058
H 2.291 4.077 -2.946
O -3.198 -2.490 4.130
H 2.087 -0.621 -4.877
H 5.187 1.680 -1.117
H -1.057 -0.720 -2.752
H 0.802 1.094 -4.448
H 5.303 -1.912 -5.090
H -0.551 0.840 -2.153
H -1.605 -3.803 3.809
H -5.518 3.090 4.396
P -3.868 2.264 1.353
C -1.808 -2.733 3.830
I -3.225 1.009 -3.976
H 3.892 3.587 -2.394
H 2.784 -3.242 -1.701
H 2.755 4.274 -1.182
H -7.241 -2.644 5.488
H -1.031 2.550 -4.492
C 5.975 1.047 -0.707
O -2.925 1.237 0.452
H 4.959 -1.858 -3.346
C -6.364 -3.091 5.955
O 4.084 -0.374 -4.565
H -1.166 -2.250 4.568
O -4.832 2.462 0.069
C 2.909 1.211 -2.819
O 6.304 0.635 -3.119
H -6.518 -4.167 6.008
C 2.346 2.224 -1.852
H -2.258 -4.955 7.129
C 1.031 -0.610 -2.209
H 7.182 -1.214 -3.601
H 1.017 -0.312 -1.147
H 6.599 1.689 -0.073
I 2.243 -2.430 0.896
C 5.145 -1.235 -4.227
C 6.457 -0.480 -3.984
C -3.184 -4.672 7.629
C -1.951 0.503 1.212
C 2.840 3.675 -2.088
C -0.129 0.559 -4.241
H -5.750 4.288 0.471
O 1.101 -2.035 -2.092
O 3.220 -1.088 -1.841
H -1.245 1.185 1.687
H 7.848 0.867 -1.723
C -5.986 3.291 0.099
H -2.444 -0.103 1.968
H -1.410 -0.152 0.530
H 5.540 0.273 -0.072
H -0.148 -0.298 -4.929
H -6.350 3.378 -0.924
H -3.573 -5.530 8.175

Forces on atoms 1 to 6 (eV/Å):
-0.3627 -0.4211 0.1048
0.0785 -0.0744 0.0351
0.4720 0.2713 -0.4144
0.8498 -2.7269 0.0330
0.0296 0.1422 0.3360
-0.2932 0.0049 0.0357

Density functional theory data (ωB97M-V/def2-TZVPD) for C19H43BO9PtS4 as an isolated structure at a distorted geometry.

Output
Relative energy (zero: lowest compared OMol25 entry of this formula, charge and spin), kcal/mol: 0.0
Multiplicity: 3
Gap between HOMO and LUMO (alpha / beta), eV: 7.81 / 7.47
Lowest unoccupied orbital energy (alpha / beta), eV: 0.345 / 0.175

Cartesian coordinates (Å):
H 4.795 19.534 -3.730
H -2.266 22.633 -5.847
C 1.122 21.744 -8.377
H -0.495 23.036 -9.074
Pt 1.578 20.674 -3.971
H 3.333 20.547 -3.166
C -0.241 21.766 0.441
O 2.002 24.265 -6.588
H 1.748 15.573 -4.839
C -0.624 19.786 -8.226
H 0.875 24.053 -3.584
C 0.362 20.715 1.373
C 1.404 16.578 -5.078
H 2.756 26.984 -5.233
H -2.141 20.169 -5.318
H -0.769 18.765 -8.582
H -2.191 21.051 -8.833
O 1.212 23.499 -1.112
C 1.202 24.952 -4.122
H 0.555 15.528 -6.732
C 3.868 25.158 -4.838
H 1.539 21.741 -9.391
O 0.959 16.534 -2.480
C -1.627 21.877 -4.002
H -1.937 19.757 -3.637
H 0.329 17.331 -6.877
C 0.376 16.470 -6.222
H 0.214 19.702 0.993
O 2.670 22.745 -4.725
O 0.529 18.703 -3.698
C -2.282 20.554 -4.300
C -1.116 21.020 -9.002
H 3.417 19.979 -5.009
H -1.024 19.769 -7.207
H 3.010 18.787 -3.620
S 1.145 22.110 -0.710
H 2.706 22.818 0.838
H -0.469 22.678 0.997
H 1.693 21.886 2.556
C 1.779 21.185 1.727
H 4.489 25.118 -5.730
H 3.342 21.339 0.107
C -0.319 22.192 -8.411
H 2.299 20.315 2.133
H -1.888 22.126 -2.950
H -1.143 21.566 -0.134
H -3.373 20.647 -4.214
O 1.190 21.050 -1.703
H 2.308 25.817 -2.393
H 3.825 27.144 -3.867
H 0.379 25.349 -4.707
O -0.248 21.832 -4.119
O 2.022 19.265 -8.718
H 1.795 22.402 -7.828
C 2.048 26.009 -3.434
C -1.023 16.250 -5.558
H -0.883 20.828 -10.049
C 3.175 26.440 -4.386
O 1.287 19.929 -6.397
H -1.327 15.828 -3.434
B 3.667 19.705 -3.902
S 2.391 24.086 -5.195
S 1.153 20.001 -7.844
H 2.287 17.177 -5.295
H -0.524 22.395 -7.355
H -1.819 16.837 -6.027
H -1.692 17.563 -3.830
C -2.238 22.988 -4.808
C 2.451 21.812 0.504
H -1.382 15.233 -5.711
H -3.217 23.360 -4.499
H -1.605 23.880 -4.777
C -1.112 16.673 -4.080
S 0.513 17.247 -3.645
H 4.440 24.615 -4.085
H 1.447 26.917 -3.295
H -0.225 20.636 2.294

Forces on atoms 1 to 6 (eV/Å):
1.1838 0.0806 0.2618
-0.2269 0.3903 -0.0494
1.1403 0.1051 -1.1634
0.3110 0.3979 0.4589
-0.6879 1.5813 0.1348
-0.4160 1.5958 1.1718

Density functional theory data (ωB97M-V/def2-TZVPD) for C19H43F3I2NO13P3Si2 as an isolated structure at a distorted geometry.

Output
Gap between HOMO and LUMO, eV: 8.59
Lowest unoccupied orbital energy, eV: 0.355

Cartesian coordinates (Å):
F -6.427 6.183 2.452
H 0.259 0.387 -6.158
H 2.397 5.493 1.649
H -0.824 -4.476 -2.700
C -2.892 1.966 -0.142
I -2.623 2.049 -2.263
H -0.874 -4.764 -4.447
H 0.610 4.914 -1.540
H 1.015 -7.625 1.938
H 3.448 -5.732 -0.460
H 1.763 1.499 2.817
C -6.000 5.877 0.183
O 3.799 0.940 4.662
C 0.666 4.739 0.608
O 0.007 -2.984 -3.841
H 2.267 3.191 2.568
H 5.864 1.313 4.739
C -6.455 6.582 1.222
H 4.850 1.652 7.628
C 1.341 4.742 -0.753
H -7.214 4.250 0.751
H -1.985 -3.585 -3.698
O 2.157 -8.122 0.299
H 0.630 -2.436 -8.255
H -3.468 0.404 2.286
C 3.147 -5.837 -1.503
O 0.468 -7.387 -1.505
H -2.357 1.818 2.598
C -0.250 -2.464 -7.613
H -2.061 4.003 2.736
P 3.495 2.484 4.927
O 0.147 -2.904 -6.312
H -6.051 2.440 -0.277
O 1.067 -1.050 -4.871
O -3.082 4.748 0.561
H 2.170 5.452 -0.765
H 3.916 -5.410 -2.141
O -1.486 -1.314 -5.109
C -5.539 3.399 -0.447
H -5.325 3.410 -1.516
H 1.441 -9.342 1.793
C -0.981 -4.008 -3.668
C 1.315 5.662 1.671
C -2.333 1.000 0.566
C 1.133 -8.454 1.242
H 4.527 3.338 8.076
I -1.144 -0.505 -0.351
O 3.017 -7.222 -1.839
C 1.006 -10.438 -1.585
H 1.324 -11.048 -0.738
Si -3.986 3.334 0.601
H 1.747 3.737 -0.906
C -6.556 4.517 -0.077
P 1.779 -7.989 -1.246
H 0.924 -11.070 -2.466
C 1.641 2.526 3.163
F -6.996 7.764 1.023
H 1.889 -0.212 -6.568
H -0.966 -3.175 -8.021
H -4.226 2.981 2.007
H 0.604 2.826 3.036
Si -1.705 4.756 1.512
O 1.991 -9.438 -1.844
F -5.106 6.451 -0.623
H -7.221 4.638 -0.945
H -1.412 6.154 1.869
C 4.647 2.652 7.241
H 1.657 0.883 -5.192
C 5.158 0.504 4.557
H 5.324 0.112 3.555
H 5.485 2.987 6.629
O 3.427 2.634 6.500
N -0.345 3.960 0.760
H 0.176 -8.646 0.759
H 5.326 -0.290 5.283
H 2.210 -5.308 -1.675
H -1.737 0.202 2.433
O 1.973 2.606 4.553
P -0.192 -1.994 -5.045
H -0.708 -1.476 -7.591
C -2.511 0.882 2.068
H 1.185 6.705 1.368
O 4.401 3.408 4.241
H 0.994 5.491 2.697
H 0.031 -9.999 -1.376
C 1.218 0.061 -5.752

Forces on atoms 1 to 6 (eV/Å):
-1.4702 -0.4636 1.2463
-0.0287 -0.0144 0.0709
-0.0700 -0.0710 -0.0812
0.1724 0.0842 -0.0074
-0.2959 0.3680 -0.6859
-0.2001 0.2871 0.5665